w.
Entry from OMol25: an isolated molecule of C5H10N4O2S (ωB97M-V/def2-TZVPD).

## Properties
- E_LUMO (spin up / spin down) (eV) = -3.116 / -3.553
- orbital gap (spin up / spin down) (Ha) = 0.2108 / 0.1951
- HOMO (spin up / spin down) (Eh) = -0.3253 / -0.3257
- net charge = 0

```
22
C5H10N4O2S (ωB97M-V/def2-TZVPD)
C -1.269 -1.232 0.465
H 0.503 1.807 -1.987
N -1.742 -0.341 -0.539
O -1.264 0.513 -2.851
H 0.611 2.190 1.872
H -1.061 1.714 1.625
N 0.017 1.878 -0.032
H -1.896 -1.112 1.353
O -0.791 -1.848 -2.338
H 1.859 1.541 -0.859
N 0.123 -1.008 0.839
C -0.033 1.499 1.301
H -0.118 -0.149 2.690
H 2.037 -0.924 0.037
C 1.005 -1.061 -0.303
C 0.399 0.059 1.749
H 0.899 -2.036 -0.785
S -0.912 -0.487 -1.903
H -1.328 -2.271 0.105
N 0.689 -0.092 -1.321
C 0.794 1.314 -1.053
H 1.477 0.046 1.935
```

***

x.
Entry from OMol25: an isolated molecule of C5H10N4O2S (ωB97M-V/def2-TZVPD).

## Properties
- E_LUMO (eV) = 0.109
- structure (SMILES) = CNS(=O)(=O)c1c(N)cnn1C
- orbital gap (Ha) = 0.3088
- HOMO (Eh) = -0.3048
- net charge = 0

```
22
C5H10N4O2S (ωB97M-V/def2-TZVPD)
H -0.822 -2.419 -2.093
H -2.176 1.556 -0.334
N -0.255 -1.765 1.963
C -1.445 1.645 -1.163
H 1.853 0.335 2.736
O 2.209 1.932 -0.396
S 1.117 1.233 -0.913
H 0.273 0.073 3.357
H 0.448 1.220 1.995
C -0.561 -2.409 0.798
H -1.181 0.593 -1.585
C 0.798 0.376 2.513
C 0.101 -1.770 -0.340
N -0.187 2.219 -0.751
H 0.657 -1.643 -2.357
N 0.122 -2.225 -1.669
C 0.663 -0.657 0.195
H -0.214 2.843 -0.045
H -1.125 -3.400 0.793
N 0.461 -0.689 1.565
H -1.945 2.229 -2.031
O 1.209 0.724 -2.236
```

***

The structure with the most favorable energy is x; the runner-up is 2.356 eV above it.

***

w.
Entry from OMol25: a cluster of 2 separate species, CH6ClNSi in total (ωB97M-V/def2-TZVPD).

## Properties
- E_LUMO (eV) = 0.205
- orbital gap (Ha) = 0.3201
- HOMO (Eh) = -0.3125
- net charge = 0

```
10
CH6ClNSi (ωB97M-V/def2-TZVPD)
H -2.453 1.650 1.017
N 3.144 -0.639 -2.045
H -2.485 -0.260 0.936
Cl -2.001 0.510 3.069
C -2.771 0.689 1.471
H 3.861 -1.098 -1.376
H 1.440 -0.921 -0.192
H 3.635 -0.196 -2.845
H -3.822 0.689 1.722
Si 1.452 -0.423 -1.757
```

***

x.
Entry from OMol25: a cluster of 2 separate species, CH6ClNSi in total (ωB97M-V/def2-TZVPD).

## Properties
- E_LUMO (eV) = 0.164
- orbital gap (Ha) = 0.3211
- HOMO (Eh) = -0.3151
- net charge = 0

```
10
CH6ClNSi (ωB97M-V/def2-TZVPD)
H -1.957 -0.791 -0.381
H 2.769 -1.975 1.124
H -0.586 1.159 -0.593
N -1.815 -0.355 0.508
H 1.224 -1.267 0.930
H 1.299 -2.992 0.348
C 1.851 -2.013 0.378
H -2.339 -0.883 1.168
Si -0.544 0.711 0.884
Cl 2.262 -1.502 -1.242
```

***

The structure with the most favorable energy is w; the runner-up is 0.112 eV above it.

***

w.
Entry from OMol25: an isolated molecule of C19H25N3O2S (ωB97M-V/def2-TZVPD).

## Properties
- E_LUMO (eV) = 0.523
- structure (SMILES) = CCN(CC)CCNC(=O)c1ccc(NC(=O)Cc2ccsc2)cc1
- orbital gap (Ha) = 0.3143
- HOMO (Eh) = -0.2951
- net charge = 0

```
50
C19H25N3O2S (ωB97M-V/def2-TZVPD)
N -5.566 -0.931 -0.691
C 5.231 1.376 -0.285
H 5.811 1.821 -1.094
C -6.596 -1.164 0.308
H -8.260 -0.978 -1.062
C 0.767 2.018 -0.327
C 3.763 1.741 -0.520
H -5.255 2.472 -0.496
H -0.969 -0.459 2.057
C 5.435 -0.104 -0.241
C 5.329 -0.938 -1.386
N 2.924 1.039 0.292
H 1.490 -0.509 1.806
C 1.533 1.098 0.384
H -1.176 2.769 -0.728
H -3.370 -3.504 -0.513
S 5.824 -2.511 0.572
H -6.524 0.734 -1.407
H -4.927 0.434 -2.101
H -5.207 1.275 0.821
H 5.835 -0.464 1.886
H -3.545 -1.128 -1.085
H -8.630 -1.889 0.405
C -1.245 1.125 0.659
C -4.354 -3.062 -0.655
H 1.254 2.723 -0.980
H 5.545 1.831 0.658
H -2.994 1.669 -1.078
C 0.899 0.201 1.245
C -7.869 -1.697 -0.347
C -2.721 1.100 0.868
C -5.503 0.427 -1.169
C 5.515 -2.249 -1.099
H -6.833 -0.246 0.862
H 3.358 0.349 0.892
O -3.223 0.751 1.921
C -4.899 1.478 -0.207
N -3.457 1.480 -0.204
C -4.288 -1.557 -0.407
H -5.048 -3.542 0.029
C -0.607 2.026 -0.189
C 5.693 -0.825 0.886
H -3.952 -1.368 0.625
H -7.655 -2.621 -0.877
H 5.493 -3.088 -1.766
O 3.421 2.571 -1.328
H 5.123 -0.561 -2.371
H -4.685 -3.253 -1.672
H -6.235 -1.893 1.036
C -0.471 0.222 1.384
```

***

x.
Entry from OMol25: an isolated molecule of C19H25N3O2S (ωB97M-V/def2-TZVPD).

## Properties
- E_LUMO (eV) = 0.689
- structure (SMILES) = COc1ccc(N[C@H]2CCCN(C(=O)CCc3scnc3C)C2)cc1
- orbital gap (Ha) = 0.3040
- HOMO (Eh) = -0.2787
- net charge = 0

```
50
C19H25N3O2S (ωB97M-V/def2-TZVPD)
O 0.758 3.422 0.825
C -2.695 1.918 -1.901
N -2.263 0.425 -0.019
C -1.907 0.707 -1.390
C -1.230 -1.703 2.796
H 3.306 -2.063 0.056
C -0.868 -2.909 0.761
H -3.754 1.777 -1.680
H -0.544 -3.812 0.266
H 3.255 1.893 0.554
H -0.307 4.234 -0.930
H 0.719 0.193 0.778
C -1.750 -0.665 0.665
C 2.733 0.943 0.427
H -1.203 -1.620 3.871
H -0.419 3.412 -2.509
C 0.639 2.330 0.297
N 2.729 -0.819 -2.863
H -0.158 1.079 -2.618
C 2.537 -2.001 -0.712
H 2.925 0.497 -4.461
C -1.331 -1.837 0.028
H 0.135 -4.962 4.450
H 1.565 -2.045 -0.220
S 2.955 1.663 -2.291
H -1.257 -3.864 4.620
C -0.263 -3.986 4.176
C -0.806 -2.858 2.152
H 2.629 -2.853 -1.379
H -2.174 -0.166 -1.996
C -0.392 0.971 -1.552
C -2.197 3.225 -1.283
C 2.865 0.333 -3.404
H 0.403 -3.205 4.560
H 1.325 1.311 2.003
H -2.008 0.267 2.574
H -2.688 4.072 -1.764
C -1.690 -0.627 2.058
H -2.579 1.969 -2.985
C -0.683 3.350 -1.447
H -2.441 3.264 -0.220
H -1.367 -1.920 -1.047
N -0.025 2.190 -0.876
H -2.322 1.253 0.558
C 2.686 -0.748 -1.506
C 2.791 0.519 -0.998
H 3.230 0.189 1.042
O -0.318 -3.976 2.773
C 1.286 1.109 0.931
H 0.170 0.122 -1.170
```

***

The structure with the most favorable energy is w; the runner-up is 0.149 eV above it.

***

w.
Entry from OMol25: a structure of composition C3H8N2O3S (ωB97M-V/def2-TZVPD).

## Properties
- E_LUMO (eV) = 0.687
- orbital gap (Ha) = 0.3440
- HOMO (Eh) = -0.3187
- net charge = 0

```
17
C3H8N2O3S (ωB97M-V/def2-TZVPD)
C -0.516 0.094 -0.463
H 0.375 -1.828 -2.567
O 1.070 -1.483 -0.718
H -0.876 0.231 -2.288
H 1.278 1.989 -0.268
S -0.118 -2.287 -0.766
H -0.561 0.505 2.722
H 0.806 2.268 1.488
O -0.404 -2.353 -2.354
O -1.242 -1.128 -0.313
C -0.011 -0.179 1.988
N -0.037 0.532 0.640
H -0.379 2.386 -0.013
N -0.444 0.796 -1.505
H 1.099 -0.220 2.149
C 0.535 1.832 0.476
H -0.575 -1.155 1.791
```

***

x.
Entry from OMol25: an isolated molecule of C3H8N2O3S (ωB97M-V/def2-TZVPD).

## Properties
- E_LUMO (eV) = 0.313
- orbital gap (Ha) = 0.3801
- HOMO (Eh) = -0.3686
- net charge = 0

```
17
C3H8N2O3S (ωB97M-V/def2-TZVPD)
H 1.503 -1.039 1.686
O -1.638 0.268 -1.853
H 1.737 0.674 -1.853
N 1.665 0.135 -1.025
H -1.237 -0.215 2.183
C -1.321 0.041 1.079
H 0.123 -1.676 2.103
C 0.650 -1.305 1.249
H 2.448 -0.453 -0.580
H 0.662 -2.142 0.569
S -0.665 1.331 -1.705
O 0.398 1.422 -2.700
O -1.031 2.513 -1.025
H -1.828 0.927 1.005
H -1.982 -0.647 0.722
N 0.017 -0.210 0.621
C 0.499 0.376 -0.475
```

***

The structure with the most favorable energy is x; the runner-up is 0.872 eV above it.